The following is a quantum chemistry calculation of a 11-piece molecular cluster, C57H135N5O13 overall, from the OMol25 dataset.

Geometry as ORCA input:
```
! wB97M-V def2-TZVPD RIJCOSX def2/J DEFGRID3
* xyz 0 1
C -0.28 5.73 4.55
H -5.67 3.09 2.22
H 3.55 -6.00 -0.57
C 5.35 -4.86 -0.73
H 4.29 3.77 6.66
C 5.38 -1.19 -1.74
O -4.42 -4.41 -4.81
C -2.48 -3.87 -2.48
O 0.23 -5.47 0.73
H 1.97 1.81 -4.03
H -2.61 -2.98 -3.10
C -0.35 -0.54 -0.51
H -0.45 -1.44 -1.11
N -0.22 4.71 3.46
N 0.86 -2.67 1.92
H -0.87 3.27 7.00
H 6.01 -6.22 0.85
O 3.83 -3.12 -0.16
H 0.61 -1.33 3.59
C 1.38 -1.83 3.01
H -1.95 6.80 3.43
C 3.05 3.54 2.76
C -0.66 -4.62 1.45
C 0.70 -4.98 -0.53
C 2.88 2.40 -4.12
H 1.16 7.33 5.09
C 3.13 3.59 1.23
H 0.15 2.52 5.10
H 0.46 3.44 -0.63
O 1.79 3.87 0.95
H -1.62 -4.39 -2.90
H 3.18 4.06 -3.04
H -4.33 1.68 0.18
H -2.38 6.45 5.02
H 7.50 -4.79 -0.73
C -6.19 3.36 1.30
C -3.52 -5.99 -1.53
H 4.84 6.16 7.34
H 0.84 4.96 6.22
C -3.89 -1.38 1.50
H -1.14 -3.89 0.81
H 1.21 -4.02 -0.48
H 3.98 2.13 4.78
H -5.26 2.72 -2.32
H 1.67 -1.22 -0.46
H -2.52 2.62 -4.71
C 4.12 -2.85 -3.20
C 2.40 -0.73 2.72
H -4.82 -3.72 -0.93
H 6.61 -2.64 -3.63
O -0.67 -0.69 0.83
C 3.35 2.42 -5.64
H -1.27 7.72 4.75
C -3.23 -6.46 -4.46
C -4.15 -7.24 -5.47
C 0.10 -3.80 2.47
H -0.14 -5.01 -1.22
H 0.57 2.09 2.97
H 1.60 0.56 -0.17
H 4.45 -0.87 -1.26
H 4.04 0.31 1.12
C -2.87 -7.51 -3.36
H -7.67 2.39 -2.23
H 5.30 -0.81 1.23
H 2.71 -0.04 3.51
O 2.60 3.77 -3.74
H -4.91 -1.59 1.18
O -5.67 3.91 -1.04
H 2.47 4.32 3.25
C -3.73 -4.80 -2.52
H -0.19 -1.46 1.16
H -3.32 -2.18 1.03
C 6.94 -4.45 -2.74
O 4.66 5.42 5.47
H -1.38 1.48 -0.33
H -2.11 -7.73 -1.38
H 5.70 -0.69 -2.65
C -3.99 2.72 0.12
N 4.93 -3.44 -0.88
H -0.80 6.19 -4.22
H 0.89 3.75 -4.53
H -2.95 4.54 4.00
H 3.42 1.52 -2.18
H -0.76 3.28 -3.07
H -2.29 -5.09 -5.93
C 6.74 -5.18 -1.41
C -0.65 5.37 -3.51
H -1.51 -6.26 -2.07
H -5.02 -7.58 -4.91
N 4.41 3.56 3.22
C 4.05 4.16 5.67
C 4.47 3.09 4.63
H -3.14 2.91 3.23
H 1.34 -0.01 -1.74
H -3.62 -8.04 -5.99
H -6.31 -1.09 -2.62
H 4.79 -6.82 -1.52
C -3.81 -1.37 3.05
H 0.94 7.09 3.36
H -7.51 1.54 -3.71
H -4.25 -0.29 4.82
H 4.19 -2.86 0.69
H -0.65 5.90 6.56
H 1.98 2.71 -0.79
H -5.71 -4.86 -2.08
H 2.56 2.58 2.97
O 0.05 3.51 -4.93
C 0.96 6.58 4.32
C 4.36 -5.85 -1.28
C -5.57 -0.34 -2.93
C -2.53 3.81 3.30
H 7.97 -4.50 -3.11
H -2.60 4.32 -5.35
H 1.45 -5.68 -0.91
H 4.34 -3.75 -3.79
H 1.86 5.97 4.22
C 3.92 1.76 -3.11
H 4.74 2.46 -2.94
H 2.07 -0.10 1.89
C 1.17 -0.29 -0.71
H 3.17 6.24 6.57
H -3.50 2.77 -0.85
H -2.15 -3.61 -1.47
H -1.14 -5.67 -4.70
C -2.36 3.67 -4.50
H 0.55 4.76 1.92
O -0.26 5.18 2.23
H 3.42 1.38 -5.94
C -5.97 0.96 -2.33
C -2.38 -6.91 -2.05
H 3.69 4.42 0.81
H -3.13 2.82 0.78
H -3.25 -5.63 -0.54
H -4.30 0.69 3.39
H 1.95 -2.48 3.66
H -1.45 1.98 5.06
H -6.92 4.15 1.47
C -1.51 6.71 4.42
O -2.47 -1.21 3.40
H -6.55 4.27 -0.89
C 4.25 6.35 6.44
H -3.57 -0.41 1.11
C 5.59 -5.21 0.79
H 6.36 -4.57 1.22
C -0.20 5.12 5.94
H -6.02 0.91 -1.24
H 4.07 -2.03 -3.91
H 4.81 4.48 3.16
H -4.20 -2.37 3.24
H -4.70 4.80 0.41
H -6.61 2.43 0.92
C -0.92 3.93 -3.93
H -5.58 -0.32 -4.02
H 3.49 2.62 0.87
C -7.40 1.42 -2.63
C -4.59 -0.29 3.78
H 5.02 0.01 2.69
H 2.57 2.95 -6.19
H -2.15 4.16 6.21
H 4.36 0.86 -3.54
H -2.15 -8.26 -3.68
H -2.02 -1.04 2.57
C 5.21 -2.67 -2.10
C -1.02 3.49 3.57
H -2.26 0.29 -1.34
H 6.21 -1.13 -1.03
C -0.86 2.89 4.96
H 3.95 -5.50 -2.23
H -3.75 -8.13 -3.19
C 1.51 3.63 -0.44
H 1.89 4.42 -1.09
H -5.68 -0.37 3.76
C 4.49 -0.39 1.83
H 4.71 -5.07 1.42
O 3.59 -1.34 2.25
H 0.69 -4.57 2.96
C -4.94 -4.10 -1.94
H -2.49 4.38 2.37
H 4.24 2.99 -5.92
C -0.44 2.38 2.67
H -0.99 0.96 -2.02
H -4.61 -0.68 -2.56
H -0.99 1.44 2.70
H 6.98 -6.22 -1.60
C -5.10 3.80 0.23
H 4.36 7.41 6.19
H -5.28 -3.28 -2.57
H -4.39 -6.63 -1.39
H 1.62 -2.82 1.27
C 6.56 -3.01 -2.61
H -0.41 2.76 1.65
H 3.18 -3.04 -2.67
H 6.37 -4.96 -3.52
H -1.52 -6.72 -5.92
C -2.00 -5.95 -5.32
N -4.04 -5.37 -3.88
H -8.12 0.77 -2.14
H -1.37 -5.24 2.00
H -3.10 4.04 -3.80
C -1.28 0.64 -1.02
H -1.25 5.56 -2.63
H -4.46 -6.58 -6.28
H -5.34 -4.61 -5.00
H 7.43 -2.49 -2.22
H 5.53 3.01 4.86
H -0.50 -3.44 3.30
C -1.11 3.86 6.11
O -5.11 1.89 -2.78
H 0.38 5.55 -3.19
H 2.97 4.21 5.66
*
```

structure (SMILES) = CC1(C)CCCC(C)(C)N1O.CC1(C)CCCC(C)(C)N1O.CC1(C)CCCC(C)(C)N1O.COCCNCCOC.COCCNCCOC.CC(C)O.CC(C)O.CC(C)O.CC(C)O.CC(C)O.CC(C)O
DFT total energy = -95357.085 eV
Kohn-Sham gap = 8.3 eV
HOMO = -7.7241 eV